19
Properties=species:S:1:pos:R:3 method="wB97M-V/def2-TZVPD" energy_ha=-307.16334 spin_multiplicity=1 e_homo_ev=-7.9 orbital_gap_ev=8.85 smiles="CCC/C(N)=C/N"
C -1.34 -2.27 1.70
C -0.43 -1.14 1.38
C -0.62 -0.73 -0.09
C 0.29 0.27 -0.59
C 0.11 1.61 -0.22
N 0.75 2.81 -0.85
N 1.33 -0.12 -1.47
H -1.74 -2.95 0.92
H -2.22 -1.85 2.19
H -0.96 -2.95 2.45
H 0.59 -1.49 1.58
H -0.76 -0.29 1.97
H -0.66 -1.59 -0.70
H -1.64 -0.27 -0.03
H -0.69 1.80 0.42
H 1.73 2.56 -1.12
H 0.22 2.85 -1.66
H 2.28 0.02 -1.11
H 1.27 -1.10 -1.63

---

60
Properties=species:S:1:pos:R:3 method="wB97M-V/def2-TZVPD" energy_ha=-1794.38375 spin_multiplicity=1 e_homo_ev=-8.8 orbital_gap_ev=8.57
C 0.44 -1.70 -1.41
O -0.27 -0.60 -0.69
C 1.71 -1.66 -0.57
C 2.56 -2.84 -1.08
S 4.18 -3.01 -0.43
N 1.61 -1.76 0.93
H -0.30 -2.41 -1.19
H 0.72 -1.33 -2.36
H -0.93 -0.80 0.00
H 2.34 -0.80 -0.79
H 2.53 -2.93 -2.19
H 2.11 -3.77 -0.81
H 5.02 -2.25 -1.28
H 1.00 -2.51 1.09
H 1.31 -0.91 1.39
H 0.27 1.00 0.59
H 1.17 1.71 1.60
O 1.17 1.26 0.70
H -2.13 -0.69 -2.98
H -2.95 0.75 -3.24
O -2.92 -0.24 -3.29
H 1.95 3.47 -1.43
H 1.42 2.75 -0.38
O 1.15 3.50 -0.87
H -2.14 -4.07 -0.11
H -2.05 -3.28 1.27
O -1.83 -3.27 0.34
H 0.13 0.30 4.25
H 1.03 0.02 3.07
O 0.12 -0.04 3.36
H -0.23 4.61 -1.04
H -0.83 4.40 -2.43
O -0.90 4.97 -1.75
H -4.48 -0.49 1.85
H -3.09 -1.32 2.13
O -3.45 -0.41 1.97
H 2.28 1.24 -0.92
H 1.22 1.12 -1.92
O 2.20 1.23 -1.88
H 2.85 1.70 2.69
H 2.97 0.10 2.36
O 2.61 0.79 3.03
H 0.81 3.88 2.43
H 0.06 2.70 2.95
O 0.97 2.96 2.74
H -3.66 -2.85 -1.60
H -3.38 -1.82 -2.79
O -3.42 -2.77 -2.49
H -0.91 -1.56 2.96
H -1.30 -2.95 3.50
O -1.50 -2.26 2.84
H 1.32 -0.02 -5.10
H 1.90 0.34 -3.74
O 2.20 0.18 -4.71
H -2.81 2.95 2.71
H -2.74 1.57 2.81
O -2.17 2.30 3.05
H -1.86 1.37 -0.43
H -1.17 2.39 -1.40
O -1.91 1.78 -1.31